<a>
The following is a DFT calculation (ωB97M-V with the def2-TZVPD basis set) of a 2-piece molecular cluster, C3H6ClNS overall.

```
12
Properties=species:S:1:pos:R:3:lowdin_charge:R:1
Cl 2.85682 -1.73197 0.18820 0.48
S 4.10179 0.93906 0.04305 0.72
N 1.35284 0.34043 -0.10527 0.02
C -2.09808 0.09106 0.03738 -0.06
C -3.36391 -0.30036 -0.15160 -0.07
C 2.56982 0.07559 -0.01952 -1.15
H 1.02825 1.28871 -0.21644 0.06
H -2.10258 1.11339 -0.09704 0.02
H -3.72086 -1.37351 -0.00146 0.07
H -1.32826 -0.56287 0.29140 0.02
H 4.90455 -0.10285 0.48557 -0.11
H -4.20037 0.22331 -0.45425 0.01
```

Calculated values
**SMILES**: [H]/N=C(\S)Cl.C=C
**Frontier orbital gap**: 10.479 eV

<b>
The following is a DFT calculation (ωB97M-V with the def2-TZVPD basis set) of an isolated molecule of C3H6ClNS.

```
12
Properties=species:S:1:pos:R:3:lowdin_charge:R:1
Cl 1.87140 0.42172 0.43563 0.55
S -1.32705 -1.43533 -1.40321 0.56
N -0.02404 -1.50100 0.97313 -0.04
C -0.67483 0.73324 0.25086 -0.29
C -0.75311 -0.82090 0.06300 -0.93
C 0.59321 1.12839 -0.71560 -0.48
H 0.61257 -2.40622 0.56831 0.20
H -0.38236 0.96020 1.24504 0.05
H 0.44700 2.30127 -1.19171 0.15
H 0.66851 0.45225 -1.73652 0.09
H -1.61485 1.09570 -0.14012 0.08
H 0.58355 -0.92932 1.65119 0.06
```

Calculated values
**SMILES**: NC(=S)CCCl
**Frontier orbital gap**: 8.586 eV

Stability, highest: <a>

<a>
The following is a DFT calculation (ωB97M-V with the def2-TZVPD basis set) of an isolated molecule of C15H28N2O4S.

```
50
Properties=species:S:1:pos:R:3:lowdin_charge:R:1
S -2.27116 -0.80656 0.58431 0.66
O 1.93777 2.54763 -0.98893 0.07
O -3.20117 -0.56383 1.64838 -0.29
O -0.99098 -1.36604 0.93048 -0.30
O 4.35997 -1.29670 0.67096 -0.11
N -2.08053 0.60128 -0.31514 -0.24
N 2.32478 0.38934 -0.45740 0.08
C 6.11553 -0.09019 -0.40489 -0.13
C 6.62043 -1.43868 0.11222 -0.15
C -4.23847 -1.29220 -1.29054 -0.24
C -5.44921 -1.31444 -0.35870 -0.27
C -0.33427 2.65341 0.74186 -0.15
C 5.31771 -2.22913 0.21834 -0.20
C 4.66896 -0.02050 0.12256 -0.31
C -6.63550 -0.57863 -0.96980 -0.11
C 3.66561 0.33622 -0.98425 -0.12
C 1.58152 1.51567 -0.45670 -0.47
C -2.64395 1.81225 0.24912 -0.20
C -1.73265 2.42617 1.31018 -0.16
C -0.75161 0.78040 -0.85289 -0.15
C 0.22005 1.33612 0.20069 -0.22
C -3.00894 -1.91222 -0.65774 -0.22
H 6.11195 -0.07651 -1.49538 0.11
H -6.92245 -1.03174 -1.91685 0.07
H 0.33028 3.04271 1.51499 0.12
H -4.00026 -0.26055 -1.55765 0.10
H 5.02966 -2.63269 -0.76408 0.12
H 3.71799 -0.41828 -1.77757 0.13
H 3.89020 1.32085 -1.40004 0.13
H 4.56212 0.70519 0.93761 0.15
H -0.40803 -0.19164 -1.20894 0.12
H 7.06479 -1.32613 1.10110 0.11
H -6.38569 0.46420 -1.15143 0.07
H -4.48166 -1.83032 -2.21128 0.12
H -3.23115 -2.84145 -0.13935 0.11
H -0.81334 1.47149 -1.69989 0.15
H 0.28896 0.60244 1.00840 0.13
H 7.34184 -1.90716 -0.55256 0.11
H 5.35192 -3.04468 0.94134 0.12
H -2.16070 3.36721 1.65843 0.12
H -3.60613 1.54181 0.68343 0.11
H -5.72962 -2.35114 -0.15937 0.11
H -2.80238 2.51658 -0.57459 0.13
H 2.02424 -0.41590 0.07180 0.15
H 6.71511 0.74444 -0.05082 0.11
H -1.67960 1.73585 2.15492 0.12
H -7.49079 -0.61411 -0.30020 0.07
H -2.21275 -2.07842 -1.37779 0.10
H -5.17553 -0.85559 0.59089 0.09
H -0.36480 3.38387 -0.06952 0.12
```

Calculated values
**SMILES**: CCCCS(=O)(=O)N1CCC[C@H](C(=O)NC[C@@H]2CCCO2)C1
**Frontier orbital gap**: 9.979 eV

<b>
The following is a DFT calculation (ωB97M-V with the def2-TZVPD basis set) of an isolated molecule of C15H28N2O4S.

```
50
Properties=species:S:1:pos:R:3:lowdin_charge:R:1
S 1.11891 0.54466 1.12968 0.64
O -3.08235 0.57785 0.23412 -0.09
O 0.71329 1.91464 1.03602 -0.28
O 0.26338 -0.39373 1.79846 -0.28
O -1.22318 -2.55655 -2.75380 0.05
N 1.26054 -0.02057 -0.41751 -0.26
N -1.25945 -1.57294 -0.72902 0.11
C 1.57435 -1.41579 -0.60312 -0.17
C 1.71140 0.84023 -1.48201 -0.19
C -0.63289 -2.04024 -1.82061 -0.47
C -2.31982 1.60445 -0.36638 -0.20
C -2.68991 -1.69878 -0.57061 -0.10
C 2.65592 0.38265 3.38112 -0.25
C -2.86990 1.73344 -1.78670 -0.14
C 2.07691 1.67008 3.96334 -0.27
C 2.78466 0.45591 1.87263 -0.21
C 1.01898 0.41440 -2.77597 -0.15
C -3.44829 -0.37059 -0.75583 -0.30
C 0.89687 -1.93678 -1.86954 -0.19
C 1.89587 1.56715 5.47263 -0.10
C 1.30418 -1.05844 -3.06340 -0.14
C -3.19563 0.27899 -2.13000 -0.11
H 3.25407 -0.43466 1.46298 0.10
H 2.74253 2.50458 3.73034 0.12
H -2.44668 2.50294 0.23864 0.13
H 1.24603 -2.95784 -2.06067 0.16
H -3.04047 -2.41424 -1.31896 0.13
H -0.05513 0.56259 -2.66442 0.10
H 1.99251 -0.45006 3.62352 0.11
H 0.74941 -1.38499 -3.94386 0.12
H -4.06394 0.18943 -2.77912 0.12
H 1.49189 2.49416 5.87056 0.07
H 2.80447 0.77345 -1.60136 0.13
H 2.37108 -1.19121 -3.26041 0.12
H -4.51469 -0.58620 -0.60378 0.15
H 3.30371 1.35039 1.54062 0.11
H -1.25357 1.34204 -0.37486 0.09
H 2.66365 -1.55495 -0.70772 0.13
H 1.11559 1.86822 3.48839 0.09
H 3.63532 0.18170 3.82495 0.12
H -2.35425 -0.20752 -2.62126 0.09
H 2.84795 1.36896 5.96146 0.07
H -3.78069 2.33342 -1.77712 0.11
H -0.76784 -1.09938 0.01549 0.09
H -2.15599 2.18671 -2.47095 0.11
H -2.89748 -2.07572 0.43393 0.13
H 1.44301 1.85895 -1.20092 0.12
H 1.20891 0.76088 5.71727 0.08
H 1.23751 -1.95409 0.28410 0.13
H 1.37015 1.03455 -3.60170 0.12
```

Calculated values
**SMILES**: CCCCS(=O)(=O)N1CCC[C@H](C(=O)NC[C@@H]2CCCO2)C1
**Frontier orbital gap**: 9.455 eV

Stability, highest: <b>

<a>
The following is a DFT calculation (ωB97M-V with the def2-TZVPD basis set) of a 2-piece molecular cluster, C4H12OS2 overall.

```
19
Properties=species:S:1:pos:R:3:lowdin_charge:R:1
S -0.79132 -1.06469 -0.01158 0.43
S -2.11504 -1.25708 1.69584 0.41
O 2.62432 -1.06446 2.13289 -0.09
C 1.71337 0.10646 -2.40254 -0.08
C -0.09708 0.57764 -0.54768 -0.54
C 1.43686 0.73880 -0.87031 -0.24
C -3.52770 -0.13008 1.33670 -0.47
H 2.09722 0.21538 -0.18430 0.07
H 1.64378 1.81486 -0.86858 0.10
H -0.17168 1.14752 0.31689 0.03
H 2.48000 -1.11955 3.10588 0.05
H -4.31595 -0.51576 0.68247 0.03
H -0.82754 0.92856 -1.29288 0.07
H 1.72904 -1.10657 1.74556 0.00
H 1.18659 -0.91138 -2.37080 0.08
H 1.13906 0.84469 -3.03770 0.08
H 2.76506 0.02981 -2.43117 0.03
H -3.78975 0.10336 2.37313 0.02
H -3.17924 0.66248 0.62819 0.03
```

Calculated values
**SMILES**: CCCSSC.O
**Frontier orbital gap**: 8.642 eV

<b>
The following is a DFT calculation (ωB97M-V with the def2-TZVPD basis set) of a 2-piece molecular cluster, C4H12OS2 overall.

```
19
Properties=species:S:1:pos:R:3:lowdin_charge:R:1
S 1.05303 -0.38848 0.71274 0.83
S -2.80602 -0.60066 -1.05158 0.72
O -0.51609 -2.72486 0.25424 -0.17
C -0.48057 0.65005 -1.33886 -0.35
C 0.73817 0.93431 -0.40403 -0.56
C 2.33743 0.43788 1.77956 -0.38
C -1.85558 0.86178 -0.66465 -0.58
H 0.56734 1.90156 0.10656 0.09
H 3.30346 0.24496 1.28339 0.03
H -1.77033 -1.44531 -0.86075 -0.16
H 1.65789 1.03260 -1.01221 0.08
H 2.33265 -0.07968 2.75358 0.03
H -1.37638 -2.31938 0.50672 0.01
H -0.63412 -3.68600 0.42899 0.06
H -0.35767 -0.38715 -1.70566 0.07
H -0.50220 1.31863 -2.22089 0.11
H -2.22381 1.86398 -0.95696 0.09
H 2.24347 1.52245 1.95700 0.04
H -1.71065 0.86337 0.43282 0.06
```

Calculated values
**SMILES**: CSCCCS.O
**Frontier orbital gap**: 8.997 eV

<c>
The following is a DFT calculation (ωB97M-V with the def2-TZVPD basis set) of a 2-piece molecular cluster, C4H12OS2 overall.

```
19
Properties=species:S:1:pos:R:3:lowdin_charge:R:1
S 1.46457 -0.39161 1.75203 0.48
S 1.15803 -2.37943 1.22263 0.48
O -2.79072 2.82459 -2.00186 -0.07
C 1.57965 -2.46553 -0.55481 -0.59
C 0.97017 -1.44933 -1.54524 -0.15
C -0.13417 0.37089 1.38849 -0.64
C -0.44686 1.60641 2.22156 -0.17
H -3.08154 2.87114 -2.93658 0.05
H -0.16584 0.66417 0.34499 0.05
H 0.08368 -1.10239 -1.00157 0.04
H 0.06990 2.46630 1.78332 0.07
H 0.61099 -1.89804 -2.45933 0.06
H 1.57490 -0.55615 -1.68708 0.07
H -0.25663 1.53668 3.28757 0.07
H 2.66172 -2.48532 -0.51528 0.05
H -0.88168 -0.39305 1.60565 0.06
H -1.49406 1.86179 2.04061 0.07
H 1.06164 -3.39442 -0.81586 0.06
H -1.98375 2.31330 -2.12925 0.02
```

Calculated values
**SMILES**: CCSSCC.O
**Frontier orbital gap**: 9.323 eV

<d>
The following is a DFT calculation (ωB97M-V with the def2-TZVPD basis set) of a 2-piece molecular cluster, C4H12OS2 overall.

```
19
Properties=species:S:1:pos:R:3:lowdin_charge:R:1
S 0.26480 -1.28716 -0.34950 0.51
S -0.97944 -0.23913 0.94868 0.44
O 1.04803 0.45128 4.14871 -0.07
C -1.89923 -1.67441 1.65907 -0.49
C 1.55372 1.32915 -1.82578 -0.13
C 0.08160 0.89203 -2.05099 -0.39
C -0.36982 -0.51705 -1.83650 -0.64
H -1.12119 -2.44118 1.91467 0.02
H 1.54342 1.79789 -0.90459 0.02
H -0.04645 -1.27034 -2.67548 0.10
H -0.37483 1.58597 -1.28718 0.09
H 1.94307 0.12112 4.32577 0.04
H -2.32261 -1.36677 2.67805 0.04
H 2.30314 0.43434 -2.05644 0.11
H -2.81291 -2.06592 1.10202 0.05
H -0.28195 1.34606 -2.96310 0.09
H 1.75892 2.12556 -2.59103 0.08
H -1.52241 -0.39525 -1.78943 0.09
H 1.23414 1.17382 3.55304 0.02
```

Calculated values
**SMILES**: CCCSSC.O
**Frontier orbital gap**: 9.095 eV

Stability, highest: <c>

<a>
The following is a DFT calculation (ωB97M-V with the def2-TZVPD basis set) of a 2-piece molecular cluster, C4H12OS2 overall.

```
19
Properties=species:S:1:pos:R:3:lowdin_charge:R:1
S -0.16843 1.00405 1.69297 0.45
S 1.67214 0.60573 0.78094 0.49
O 0.40920 -2.15751 2.59224 -0.07
C -0.64068 2.59766 0.92968 -0.45
C 1.28186 0.06933 -0.97836 -0.50
C -0.60237 -1.64906 -1.26374 -0.10
C -0.16038 -0.18855 -1.42821 -0.32
H 0.03824 -1.52350 1.98997 -0.08
H -1.05134 3.16477 1.75855 0.02
H -1.24638 2.43827 0.05390 0.01
H -0.03804 -2.25075 -1.98603 0.08
H -1.63396 -1.81706 -1.57045 0.07
H 1.99906 -0.72794 -1.14750 0.07
H 0.25741 3.05420 0.48762 0.03
H -0.09072 -0.01100 -2.50323 0.10
H 1.54652 1.01182 -1.45841 0.05
H -0.90915 0.50529 -1.04683 0.07
H -0.20716 -2.16663 3.31701 0.03
H -0.45581 -1.95912 -0.22012 0.06
```

Calculated values
**SMILES**: CCCSSC.O
**Frontier orbital gap**: 9.334 eV

<b>
The following is a DFT calculation (ωB97M-V with the def2-TZVPD basis set) of a 2-piece molecular cluster, C4H12OS2 overall.

```
19
Properties=species:S:1:pos:R:3:lowdin_charge:R:1
S -0.90450 -0.81843 1.21444 0.47
S 0.33713 0.71764 1.57657 0.46
O 4.66666 -0.70578 -3.62056 -0.05
C -1.95895 -2.07541 -0.90235 -0.20
C -0.95711 2.55299 -0.30218 -0.17
C -0.66154 -1.41341 -0.51946 -0.57
C -0.71070 2.15564 1.14650 -0.61
H -2.05665 -2.29829 -1.96480 0.07
H -1.71159 1.87441 1.50976 0.05
H 4.67646 -1.42061 -4.25826 0.03
H -2.06145 -3.02419 -0.35555 0.07
H -0.33772 1.91387 -0.96190 0.06
H -1.92111 2.43825 -0.79166 0.07
H 3.93329 -0.92527 -3.04272 0.03
H -0.33951 3.06661 1.61634 0.06
H -0.58954 3.56931 -0.46562 0.07
H 0.21226 -2.07640 -0.48703 0.06
H -2.82721 -1.53795 -0.53798 0.05
H -0.25083 -0.66781 -1.20847 0.06
```

Calculated values
**SMILES**: CCSSCC.O
**Frontier orbital gap**: 9.532 eV

Stability, highest: <a>

<a>
The following is a DFT calculation (ωB97M-V with the def2-TZVPD basis set) of a 3-piece molecular cluster, C6H18O3 overall.

```
27
Properties=species:S:1:pos:R:3:lowdin_charge:R:1
O -0.81438 -3.09541 -0.17848 -0.10
O 1.53717 2.31505 0.08811 -0.08
O -2.97810 0.15553 -2.67970 -0.08
C -2.92358 -0.77683 -1.63365 -0.31
C 0.36748 -2.59715 0.56682 -0.28
C 2.85019 2.73645 0.32564 -0.33
C 0.55446 -1.10958 0.46777 -0.10
C 3.47735 1.92030 1.49545 -0.08
C -3.23670 -0.06312 -0.27733 -0.08
H 1.21963 -3.20034 0.25362 0.11
H -1.49099 -3.30471 0.46959 0.07
H -3.66823 -1.55697 -1.79170 0.11
H -0.11320 -0.55308 1.12550 0.08
H 4.45040 2.38677 1.64925 0.06
H -3.89124 0.18525 -2.97446 0.08
H -2.73560 0.90336 -0.22345 0.07
H 3.41358 2.50146 -0.57741 0.10
H 0.27246 -2.79024 1.63536 0.10
H -1.90777 -1.17033 -1.59625 0.08
H 1.45444 2.34847 -0.86775 0.08
H 0.34530 -0.71476 -0.52645 0.07
H 2.94468 3.80708 0.50703 0.11
H 3.58161 0.84372 1.36052 0.06
H -2.99591 -0.66474 0.59913 0.06
H 1.61754 -0.88586 0.55672 0.07
H -4.29423 0.18651 -0.19115 0.06
H 2.96362 2.19316 2.41726 0.07
```

Calculated values
**SMILES**: CCO.CCO.CCO
**Frontier orbital gap**: 10.797 eV

<b>
The following is a DFT calculation (ωB97M-V with the def2-TZVPD basis set) of a 3-piece molecular cluster, C6H18O3 overall.

```
27
Properties=species:S:1:pos:R:3:lowdin_charge:R:1
O 2.39155 1.20633 0.27461 -0.10
O -3.43760 1.04386 -1.04486 -0.07
O 2.01747 -3.68217 -0.64331 -0.08
C -4.23912 1.81093 1.16971 -0.08
C 3.09866 -2.47639 1.07272 -0.08
C 1.78594 -2.76590 0.37459 -0.34
C 1.27846 1.79615 -0.40555 -0.28
C 0.95779 0.88300 -1.61387 -0.09
C -3.07709 1.44689 0.22946 -0.36
H 3.82545 -2.03869 0.38839 0.07
H -5.02652 1.05799 1.20400 0.07
H 1.77880 0.43900 -2.17682 0.07
H 1.27783 -1.93242 -0.11041 0.09
H -2.33535 0.72223 0.56526 0.10
H 3.04236 0.95369 -0.38435 0.07
H 0.37181 1.88712 0.19262 0.10
H 1.26376 -3.86767 -1.20822 0.09
H -2.50492 2.37096 0.14689 0.10
H 0.30641 0.04494 -1.36597 0.06
H -4.03332 0.29274 -0.99442 0.08
H 2.95853 -1.93449 2.00803 0.08
H 1.01571 -3.16211 1.03631 0.11
H 3.74436 -3.28669 1.41122 0.07
H 1.59642 2.77079 -0.77578 0.10
H -4.66804 2.76949 0.87763 0.07
H -3.79688 2.15856 2.10334 0.07
H 0.40747 1.49194 -2.33112 0.07
```

Calculated values
**SMILES**: CCO.CCO.CCO
**Frontier orbital gap**: 10.600 eV

Stability, highest: <a>